# 1
{"formula": "C6H9N3O", "method": "ωB97M-V/def2-TZVPD", "species": ["C", "C", "C", "C", "C", "C", "H", "H", "H", "H", "H", "H", "H", "H", "H", "N", "N", "N", "O"], "coordinates": [[-3.217, -0.531, -0.194], [-1.902, -0.083, 0.172], [0.490, -0.523, -0.139], [2.574, -0.954, 0.303], [2.455, 0.384, 0.188], [0.587, 1.980, -0.403], [-3.572, -1.367, 0.498], [-3.546, -0.917, -0.977], [-3.931, 0.330, -0.025], [-1.003, -1.443, -0.979], [3.388, -1.572, 0.281], [3.131, 1.003, 0.220], [-0.176, 1.843, -1.458], [1.181, 2.635, -0.861], [0.045, 2.510, 0.288], [-0.822, -0.760, -0.477], [1.345, -1.535, 0.046], [1.204, 0.632, -0.162], [-1.692, 0.872, 0.951]], "mulliken_charge": [-1.410, 0.799, 0.362, -0.461, -0.380, -1.030, 0.309, 0.582, 0.298, 0.088, 0.459, 0.587, 0.221, 0.472, 0.364, -0.085, -0.713, 0.132, -0.593], "homo_ev": -8.3710, "total_energy_ev": -12882.484, "largest_force_ha_per_bohr": 0.2303, "smiles": "CC(=O)Nc1nccn1C"}

=====

# 2
{"formula": "C4H3NO2", "method": "ωB97M-V/def2-TZVPD", "species": ["N", "C", "C", "C", "C", "O", "O", "H", "H", "H"], "coordinates": [[2.085, -0.396, 0.033], [0.875, -0.056, 0.086], [-0.244, -0.973, 0.330], [-1.448, -0.352, 0.197], [-1.065, 1.103, -0.030], [-1.729, 2.088, -0.100], [0.341, 1.186, -0.126], [2.677, 0.410, -0.160], [-0.115, -2.039, 0.492], [-1.320, -1.056, -0.722]], "mulliken_charge": [-0.621, 0.433, -0.132, -0.538, 0.707, -0.460, -0.345, 0.290, 0.445, 0.220], "homo_ev": -10.1592, "total_energy_ev": -9778.237, "largest_force_ha_per_bohr": 0.0425, "smiles": "[H]/N=C1/C=CC(=O)O1"}

=====

# 3
{"formula": "C51H42IrN12O2", "method": "ωB97M-V/def2-TZVPD", "species": ["Ir", "C", "C", "C", "C", "C", "N", "C", "N", "C", "C", "C", "C", "C", "C", "C", "C", "N", "C", "N", "C", "N", "C", "N", "C", "N", "C", "C", "C", "C", "C", "C", "C", "C", "C", "C", "C", "C", "N", "C", "C", "H", "H", "H", "H", "H", "H", "H", "H", "H", "H", "H", "H", "H", "H", "H", "H", "C", "O", "C", "C", "C", "C", "C", "C", "N", "C", "C", "C", "C", "C", "C", "C", "O", "H", "H", "H", "H", "H", "H", "H", "H", "H", "H", "H", "H", "H", "C", "N", "C", "C", "N", "N", "C", "C", "H", "H", "H", "H", "H", "H", "H", "H", "H", "H", "H", "H", "H"], "coordinates": [[-0.352, 0.351, 0.489], [-3.604, 4.254, -3.638], [-3.484, 3.180, -4.519], [-2.918, 1.980, -4.111], [-2.477, 1.889, -2.803], [-1.830, 0.814, -2.063], [-1.587, 1.248, -0.791], [-2.042, 2.526, -0.643], [-2.070, 3.208, 0.480], [-1.488, 2.846, 1.608], [-1.756, 3.432, 2.907], [-2.655, 4.393, 3.343], [-2.651, 4.717, 4.690], [-1.767, 4.109, 5.583], [-0.866, 3.147, 5.157], [-0.878, 2.807, 3.811], [-0.120, 1.841, 3.043], [0.800, 1.037, 3.547], [1.288, -0.028, 2.947], [0.806, -0.594, 1.801], [1.420, -1.788, 1.576], [1.173, -2.635, 0.603], [0.374, -2.395, -0.432], [-0.276, -1.235, -0.713], [-0.923, -1.341, -1.911], [-1.595, -0.384, -2.542], [-0.710, -2.675, -2.429], [-1.139, -3.324, -3.582], [-0.718, -4.626, -3.790], [0.124, -5.273, -2.877], [0.557, -4.638, -1.728], [0.123, -3.335, -1.501], [2.382, -2.020, 2.644], [3.239, -3.075, 2.906], [4.054, -2.976, 4.024], [4.005, -1.859, 4.857], [3.127, -0.812, 4.614], [2.322, -0.900, 3.490], [-0.508, 1.904, 1.735], [-2.601, 2.967, -1.915], [-3.173, 4.160, -2.322], [-4.034, 5.182, -3.990], [-3.830, 3.288, -5.538], [-2.817, 1.137, -4.781], [-3.344, 4.862, 2.654], [-3.344, 5.461, 5.060], [-1.788, 4.395, 6.626], [-0.173, 2.671, 5.837], [-1.788, -2.826, -4.290], [-1.043, -5.160, -4.672], [0.431, -6.291, -3.077], [1.202, -5.135, -1.016], [3.246, -3.949, 2.269], [4.742, -3.778, 4.258], [4.663, -1.809, 5.714], [3.072, 0.042, 5.275], [-3.276, 4.989, -1.635], [5.097, 2.134, -3.560], [4.203, 1.153, -3.059], [4.473, 0.575, -1.871], [5.464, 1.010, -1.002], [5.702, 0.340, 0.186], [4.997, -0.810, 0.495], [4.033, -1.277, -0.380], [3.723, -0.574, -1.535], [2.757, -1.103, -2.429], [1.928, -0.446, -3.232], [1.473, 0.876, -3.116], [0.999, 1.514, -4.287], [0.591, 2.815, -4.280], [0.637, 3.551, -3.081], [1.014, 2.950, -1.913], [1.373, 1.574, -1.853], [1.509, 0.987, -0.711], [4.781, 2.321, -4.583], [6.126, 1.764, -3.559], [5.032, 3.061, -2.986], [6.048, 1.886, -1.248], [6.451, 0.719, 0.868], [5.190, -1.347, 1.414], [3.491, -2.186, -0.169], [2.739, -2.113, -2.493], [1.595, -1.010, -4.098], [1.015, 0.956, -5.217], [0.250, 3.286, -5.191], [0.355, 4.596, -3.087], [1.017, 3.490, -0.973], [-4.082, -0.653, -0.179], [-3.640, -1.748, 0.665], [-3.996, -3.079, 0.211], [-2.793, -1.529, 1.694], [-2.093, -0.421, 1.760], [-2.703, -2.511, 2.644], [-3.894, -3.106, 3.235], [-1.543, -2.525, 3.521], [-5.170, -0.678, -0.267], [-3.654, -0.724, -1.182], [-3.774, 0.285, 0.272], [-3.898, -3.120, -0.875], [-5.026, -3.338, 0.465], [-3.323, -3.812, 0.649], [-1.685, -0.288, 2.677], [-4.769, -2.908, 2.624], [-4.066, -2.687, 4.231], [-3.754, -4.183, 3.328], [-0.641, -2.363, 2.935], [-1.480, -3.507, 3.987], [-1.603, -1.771, 4.316]], "mulliken_charge": [0.972, -0.747, -0.823, -0.193, -0.194, -0.584, 1.010, -0.105, -0.576, -0.349, 0.234, -0.320, -0.666, -0.666, -0.314, 0.260, -0.237, -0.652, 0.000, 0.716, -0.842, -0.224, -0.949, 1.380, -0.036, -0.299, 0.047, -0.462, -0.792, -0.828, -0.362, 0.560, 0.514, -0.385, -0.851, -0.754, -0.212, 0.216, 0.142, 0.220, -0.321, 0.429, 0.454, 0.539, 0.562, 0.422, 0.412, 0.566, 0.573, 0.477, 0.474, 0.605, 0.527, 0.457, 0.453, 0.584, 0.561, -1.154, -0.231, 0.534, -0.641, -1.031, -0.724, -0.158, 0.268, 0.418, -1.190, 0.730, -1.099, -1.202, -0.488, -0.294, 1.478, -1.088, 0.275, 0.423, 0.409, 0.499, 0.428, 0.390, 0.548, 0.472, 0.511, 0.494, 0.485, 0.465, 0.542, -1.210, 0.378, -1.236, 0.615, -0.637, 0.161, -1.209, -1.174, 0.541, 0.283, 0.301, 0.388, 0.312, 0.411, 0.065, 0.407, 0.383, 0.351, 0.472, 0.380, 0.330], "homo_ev": [-8.6030, -8.5988], "total_energy_ev": -78383.001, "largest_force_ha_per_bohr": 0.0454, "total_charge": 1}

=====

# 4
{"formula": "C3H11NO3", "method": "ωB97M-V/def2-TZVPD", "species": ["O", "C", "C", "C", "N", "H", "H", "H", "H", "H", "H", "H", "H", "H", "O", "H", "H", "O"], "coordinates": [[1.317, 1.551, 0.095], [0.832, 1.448, -1.096], [-0.382, 0.577, -1.451], [-0.552, -0.517, -0.413], [-1.594, 1.371, -1.685], [1.306, 1.836, -2.015], [-0.084, 0.139, -2.379], [-1.393, -1.181, -0.646], [-0.926, -0.073, 0.525], [0.290, -1.102, -0.196], [-1.734, 1.985, -0.882], [-2.446, 0.799, -1.691], [-0.740, -1.337, 2.028], [-0.451, -0.855, 3.406], [-0.626, -1.676, 2.929], [2.350, -1.623, 1.634], [2.081, -0.331, 0.824], [2.751, -1.011, 1.014]], "mulliken_charge": [-0.770, -0.671, 0.465, -1.294, -0.940, 0.315, 0.135, 0.398, 0.182, 0.482, 0.426, 0.318, 0.362, 0.331, -0.705, 0.291, 0.350, -0.674], "homo_ev": [-0.1881, -3.6420], "spin_multiplicity": 2, "s2": 0.754, "total_energy_ev": -10921.040, "largest_force_ha_per_bohr": 0.0515, "total_charge": -1}

=====

# 5
{"formula": "C5H13O3Sc", "method": "ωB97M-V/def2-TZVPD", "species": ["C", "O", "C", "C", "O", "C", "H", "H", "H", "H", "H", "H", "H", "H", "H", "Sc", "O", "H", "C", "H", "H", "H"], "coordinates": [[1.049, -0.339, -0.625], [-0.144, 0.315, -1.004], [-1.298, -0.469, -0.910], [-2.365, 0.275, -0.146], [-2.394, 1.623, -0.543], [-3.508, 2.323, -0.051], [1.850, 0.337, -0.970], [1.143, -1.335, -1.101], [-1.081, -1.419, -0.382], [-1.674, -0.726, -1.919], [-2.163, 0.199, 0.939], [-3.343, -0.203, -0.341], [-3.543, 2.295, 1.052], [-3.417, 3.367, -0.373], [-4.450, 1.901, -0.443], [1.288, -0.541, 1.627], [3.319, -0.522, 1.159], [3.749, 0.330, 1.307], [4.120, -1.631, 0.743], [5.159, -1.428, 1.015], [3.798, -2.529, 1.281], [3.907, -1.823, -0.315]], "mulliken_charge": [-0.904, -0.181, -0.247, -0.419, -0.289, -0.729, 0.421, 0.538, 0.365, 0.302, 0.141, 0.376, 0.314, 0.247, 0.316, 1.424, -0.374, 0.357, -0.571, 0.332, 0.271, 0.309], "homo_ev": [-15.8184, -15.8445], "total_energy_ev": -32217.168, "largest_force_ha_per_bohr": 0.0592, "total_charge": 2}

=====

# 6
{"formula": "CHNO3S", "method": "ωB97M-V/def2-TZVPD", "species": ["C", "N", "O", "O", "O", "S", "H"], "coordinates": [[-1.848, 1.785, -0.762], [4.589, -0.008, 0.164], [5.220, -1.078, 0.494], [5.092, 0.710, -0.724], [-2.189, 1.560, 0.309], [-5.068, -1.563, -0.295], [-5.797, -1.405, 0.813]], "mulliken_charge": [0.102, 0.028, -0.523, -0.504, -0.098, -0.926, -0.079], "homo_ev": -0.8975, "total_energy_ev": -19518.607, "largest_force_ha_per_bohr": 0.0546, "total_charge": -2}

=====

# 7
{"formula": "C3H9N3", "method": "ωB97M-V/def2-TZVPD", "species": ["C", "C", "N", "H", "H", "H", "H", "H", "N", "C", "N", "H", "H", "H", "H"], "coordinates": [[-1.463, -1.180, 0.953], [-0.324, -1.442, 1.584], [0.875, -1.784, 0.959], [-2.456, -1.294, 1.372], [-1.604, -0.974, -0.107], [-0.353, -1.541, 2.656], [0.890, -1.513, -0.018], [1.711, -1.479, 1.440], [0.306, 1.400, -0.210], [0.234, 1.605, -1.574], [1.266, 1.812, -2.291], [0.710, 2.166, 0.294], [-0.017, 0.550, 0.216], [-0.739, 1.490, -2.077], [0.965, 2.183, -3.197]], "mulliken_charge": [-0.686, -0.110, -0.460, 0.223, 0.236, 0.285, 0.295, 0.234, -0.372, 0.066, -0.623, 0.187, 0.126, 0.333, 0.264], "homo_ev": -8.7243, "total_energy_ev": -7725.686, "largest_force_ha_per_bohr": 0.0273, "smiles": "[H]/N=C/N.C=CN"}

=====

Question: Which formula does entry 4 have?
Answer: C3H11NO3